ORCA calculation (ωB97M-V with the def2-TZVPD basis set) on an isolated molecule of C7H7Cl2N.

The geometry in XYZ format:
```
17
Properties=species:S:1:pos:R:3:mulliken_charge:R:1
N 0.91 -2.34 0.77 -0.511
C 0.14 -1.86 -0.39 -1.187
C -0.07 -0.28 -0.25 0.010
C -1.32 0.26 -0.09 0.719
Cl -2.77 -0.67 -0.22 -0.229
C -1.49 1.66 0.07 -0.418
C -0.37 2.51 0.20 -0.661
C 0.93 1.95 0.08 -0.473
C 1.09 0.57 -0.16 0.408
Cl 2.69 -0.01 -0.32 -0.184
H 0.29 -2.26 1.54 0.236
H 1.15 -3.51 0.43 0.290
H 0.72 -1.98 -1.38 0.339
H -0.64 -2.11 -0.93 0.643
H -2.68 2.00 0.22 0.162
H -0.38 3.49 0.22 0.510
H 1.81 2.59 0.23 0.345
```

Energy relative to the best compared isomer or geometry (same formula, charge and spin) ... 49.9 kcal/mol
E ... -33904.8344 eV
Gap between HOMO and LUMO ... 9.60 eV
Total charge ... 0
LUMO ... 0.63 eV
F_max ... 7.7 eV Å⁻¹



ORCA calculation (ωB97M-V with the def2-TZVPD basis set) on a structure of composition C7H7Cl2N.

The geometry in XYZ format:
```
17
Properties=species:S:1:pos:R:3:mulliken_charge:R:1
C -2.37 -0.78 0.17 -0.655
C -1.25 0.20 -0.24 0.328
C -1.27 1.62 -0.24 -0.183
C -0.13 2.35 -0.08 -0.465
C 1.12 1.91 0.16 -0.465
C 1.28 0.56 0.13 -0.004
C 0.10 -0.24 0.00 0.370
H -3.56 0.57 -0.62 0.256
H -4.47 -1.11 -0.25 0.299
H -2.33 -1.12 1.19 0.342
H -2.38 -1.75 -0.33 0.393
H -2.22 2.24 -0.12 0.162
H -0.48 3.43 0.18 0.187
H 1.89 2.59 0.15 0.524
N -3.71 -0.12 0.20 -0.672
Cl 2.85 -0.22 0.01 -0.192
Cl 0.37 -2.00 -0.08 -0.226
```

Energy relative to the best compared isomer or geometry (same formula, charge and spin) ... 54.3 kcal/mol
E ... -33904.6446 eV
Gap between HOMO and LUMO ... 9.68 eV
Total charge ... 0
LUMO ... 0.49 eV
F_max ... 5.4 eV Å⁻¹



Repeat the second record exactly.
ORCA calculation (ωB97M-V with the def2-TZVPD basis set) on a structure of composition C7H7Cl2N.

The geometry in XYZ format:
```
17
Properties=species:S:1:pos:R:3:mulliken_charge:R:1
C -2.37 -0.78 0.17 -0.655
C -1.25 0.20 -0.24 0.328
C -1.27 1.62 -0.24 -0.183
C -0.13 2.35 -0.08 -0.465
C 1.12 1.91 0.16 -0.465
C 1.28 0.56 0.13 -0.004
C 0.10 -0.24 0.00 0.370
H -3.56 0.57 -0.62 0.256
H -4.47 -1.11 -0.25 0.299
H -2.33 -1.12 1.19 0.342
H -2.38 -1.75 -0.33 0.393
H -2.22 2.24 -0.12 0.162
H -0.48 3.43 0.18 0.187
H 1.89 2.59 0.15 0.524
N -3.71 -0.12 0.20 -0.672
Cl 2.85 -0.22 0.01 -0.192
Cl 0.37 -2.00 -0.08 -0.226
```

Energy relative to the best compared isomer or geometry (same formula, charge and spin) ... 54.3 kcal/mol
E ... -33904.6446 eV
Gap between HOMO and LUMO ... 9.68 eV
Total charge ... 0
LUMO ... 0.49 eV
F_max ... 5.4 eV Å⁻¹



Repeat the first record exactly.
ORCA calculation (ωB97M-V with the def2-TZVPD basis set) on an isolated molecule of C7H7Cl2N.

The geometry in XYZ format:
```
17
Properties=species:S:1:pos:R:3:mulliken_charge:R:1
N 0.91 -2.34 0.77 -0.511
C 0.14 -1.86 -0.39 -1.187
C -0.07 -0.28 -0.25 0.010
C -1.32 0.26 -0.09 0.719
Cl -2.77 -0.67 -0.22 -0.229
C -1.49 1.66 0.07 -0.418
C -0.37 2.51 0.20 -0.661
C 0.93 1.95 0.08 -0.473
C 1.09 0.57 -0.16 0.408
Cl 2.69 -0.01 -0.32 -0.184
H 0.29 -2.26 1.54 0.236
H 1.15 -3.51 0.43 0.290
H 0.72 -1.98 -1.38 0.339
H -0.64 -2.11 -0.93 0.643
H -2.68 2.00 0.22 0.162
H -0.38 3.49 0.22 0.510
H 1.81 2.59 0.23 0.345
```

Energy relative to the best compared isomer or geometry (same formula, charge and spin) ... 49.9 kcal/mol
E ... -33904.8344 eV
Gap between HOMO and LUMO ... 9.60 eV
Total charge ... 0
LUMO ... 0.63 eV
F_max ... 7.7 eV Å⁻¹